This record from the Open Molecules 2025 dataset describes the molecule C5H11NO2 at a distorted geometry. The level of theory is wB97M-V/def2-TZVPD.

Positions of all 19 atoms, in Å:
O1 -1.443 -4.013 -0.451
C1 -1.121 -3.003 0.132
C2 -0.248 -1.979 -0.512
N1 -0.160 -0.755 0.251
C3 0.873 0.145 -0.252
C4 0.269 1.503 -0.612
C5 -0.298 2.295 0.544
O2 0.679 2.932 1.371
H1 -1.497 -2.930 1.155
H2 -0.708 -1.768 -1.495
H3 0.698 -2.403 -0.893
H4 -0.243 -0.838 1.254
H5 1.403 -0.231 -1.131
H6 1.670 0.340 0.488
H7 0.958 2.126 -1.197
H8 -0.560 1.268 -1.295
H9 -0.963 3.061 0.121
H10 -0.852 1.704 1.287
H11 1.542 2.549 1.233

The HOMO energy comes out at -9.20 eV. As for the charge: 0. The energy relative to the best compared isomer or geometry (same formula, charge and spin) comes out at 217.2 kJ/mol. Its total energy is -10947.016 eV. The structure (SMILES) is O=CCNCCCO. The spin multiplicity is 1. The value obtained for the orbital gap is 0.3661 hartree.

These are the natural (NBO) partial charges, in e, on atoms 1 to 8: O -0.51; C 0.42; C -0.33; N -0.65; C -0.22; C -0.44; C -0.06; O -0.73